No. 1
{"formula": "C56H40FeN2OP2S3", "method": "wB97M-V/def2-TZVPD", "species": ["Fe", "O", "S", "C", "C", "C", "C", "C", "C", "P", "C", "C", "C", "C", "C", "C", "C", "C", "C", "C", "C", "C", "C", "C", "C", "C", "C", "C", "P", "C", "C", "C", "C", "C", "C", "C", "C", "C", "C", "C", "C", "H", "H", "H", "H", "H", "H", "H", "H", "H", "H", "H", "H", "H", "H", "H", "H", "H", "H", "H", "H", "H", "H", "H", "H", "H", "H", "H", "H", "S", "C", "C", "C", "C", "C", "C", "N", "C", "C", "C", "C", "C", "C", "C", "C", "N", "C", "C", "C", "C", "C", "S", "C", "H", "H", "H", "H", "H", "H", "H", "H", "H", "H", "H", "H"], "positions_angstrom": [[-0.099732, 0.197503, -0.283113], [-1.080760, 3.543679, -1.075320], [-0.287587, 2.625688, -0.197025], [1.461570, 3.346845, -0.288111], [1.824539, 4.685146, 0.009553], [3.187868, 5.058659, -0.191128], [4.140985, 4.070234, -0.419381], [3.737291, 2.815915, -0.826808], [2.396676, 2.399019, -0.735212], [1.705977, 0.918373, -1.401087], [3.194480, -0.057309, -1.777945], [3.685720, -0.369573, -3.070379], [4.878463, -1.137704, -3.200562], [5.604613, -1.594167, -2.100588], [5.180796, -1.250246, -0.830976], [4.012633, -0.443635, -0.665856], [0.885714, 1.243350, -3.054791], [0.530980, 0.100550, -3.746868], [-0.224639, 0.183190, -4.930903], [-0.591734, 1.432827, -5.438767], [-0.176861, 2.587168, -4.767542], [0.521930, 2.505679, -3.545899], [-0.706602, 3.068294, 1.533523], [-0.956254, 4.366395, 2.049906], [-1.231758, 4.533766, 3.413017], [-1.274397, 3.449235, 4.265768], [-0.981309, 2.182725, 3.749570], [-0.786778, 1.997488, 2.394991], [-0.447928, 0.319823, 1.821983], [0.961256, -0.157694, 2.945079], [0.938785, -0.973501, 4.103599], [2.087789, -1.269172, 4.852270], [3.256813, -0.693561, 4.474986], [3.308147, 0.101303, 3.315686], [2.203858, 0.431667, 2.610392], [-1.783977, -0.734840, 2.363183], [-3.016669, -0.058878, 2.654476], [-4.019856, -0.746519, 3.345190], [-3.842640, -2.129673, 3.662986], [-2.641457, -2.730178, 3.396172], [-1.617008, -2.016405, 2.826648], [1.086158, 5.419405, 0.385263], [3.518896, 6.065557, -0.227441], [5.153851, 4.386996, -0.548936], [4.496037, 2.081894, -1.052004], [3.240404, 0.001012, -3.990102], [5.226776, -1.371193, -4.209258], [6.349913, -2.303993, -2.318041], [5.702849, -1.468536, 0.107428], [3.733294, -0.044504, 0.353203], [0.758772, -0.899799, -3.388352], [-0.563811, -0.729818, -5.510564], [-1.245466, 1.477728, -6.288841], [-0.410123, 3.581485, -5.064864], [0.864456, 3.373333, -3.047594], [-0.916138, 5.198439, 1.332975], [-1.378156, 5.579106, 3.708592], [-1.434527, 3.471236, 5.338395], [-1.001955, 1.304041, 4.394865], [-0.021517, -1.295569, 4.418111], [1.942447, -1.874024, 5.722705], [4.162236, -0.792451, 5.061927], [4.291430, 0.577922, 3.050921], [2.271553, 1.112082, 1.749974], [-3.312660, 0.885939, 2.251958], [-4.980274, -0.334130, 3.551591], [-4.557844, -2.740493, 4.159296], [-2.436435, -3.787637, 3.720760], [-0.624279, -2.546069, 2.771236], [-6.915920, 1.226819, -2.618694], [-7.196939, 2.882225, -2.708547], [-6.120786, 3.657515, -2.474074], [-4.960958, 2.896836, -2.185433], [-5.245164, 1.559874, -2.015634], [-4.277722, 0.539457, -1.643197], [-2.938463, 0.862515, -1.367378], [-1.985694, -0.046341, -1.017657], [-2.254664, -1.362207, -1.084415], [-3.564104, -1.827390, -1.469084], [-3.757412, -3.253137, -1.494638], [-2.837175, -4.128850, -0.958226], [-1.510205, -3.702140, -0.703021], [-0.439203, -4.561504, -0.524634], [0.763620, -4.020052, 0.007592], [0.954677, -2.637688, -0.065234], [0.027438, -1.761041, -0.457675], [-1.240401, -2.285214, -0.748475], [1.909622, -4.851359, 0.410880], [3.231246, -4.459898, 0.514591], [4.090785, -5.567234, 0.753934], [3.414315, -6.729477, 0.941213], [1.725564, -6.569289, 0.859582], [-4.569817, -0.856021, -1.678793], [-8.152945, 3.301840, -3.065816], [-6.110480, 4.747036, -2.579669], [-3.950873, 3.245301, -2.076512], [-2.676879, 1.964936, -1.377570], [-4.705968, -3.660758, -1.882483], [-3.137057, -5.159550, -0.741429], [-0.401533, -5.577740, -0.879616], [1.923138, -2.173050, 0.285372], [3.587558, -3.504290, 0.155117], [5.207500, -5.475273, 0.895643], [3.879435, -7.713603, 1.071780], [-5.619346, -1.130688, -1.751699]], "forces_ev_per_angstrom": [[0.066, 0.831, -1.755], [-0.132, -0.980, 0.279], [0.283, 4.777, 0.570], [-0.175, -0.241, 0.687], [0.213, -0.290, -0.246], [-1.502, -1.492, 0.333], [-0.964, 0.629, -1.237], [-0.028, -1.148, 1.000], [0.131, 2.161, -0.142], [1.793, -0.632, -2.414], [1.563, -0.712, 0.094], [0.957, -0.393, 0.652], [-1.004, 0.716, -0.068], [-1.664, 0.231, -0.533], [-1.344, 1.495, 1.171], [-0.252, -0.105, -0.192], [0.413, 0.402, 0.856], [-1.079, -0.819, -1.028], [-0.247, -0.504, -0.499], [0.325, -0.001, 0.953], [0.342, -0.535, 1.356], [0.112, -1.520, -1.135], [-0.227, 0.418, 0.144], [0.386, -0.746, -1.098], [0.043, 1.144, -1.194], [0.711, -1.370, 0.170], [-0.904, 0.420, 0.599], [0.343, -0.672, 0.104], [1.128, -0.558, 3.795], [0.732, -0.051, 0.404], [-0.045, 0.941, -1.341], [-1.710, 0.394, -0.476], [1.220, 0.448, -0.613], [2.429, 0.777, 0.941], [-1.475, -0.359, -1.159], [-1.610, 1.894, 0.963], [-0.628, -2.070, 0.066], [0.751, -1.907, -0.498], [0.400, 1.492, -0.176], [0.241, -1.586, 0.670], [2.019, -1.277, -0.728], [0.545, -0.534, -0.557], [-0.076, 0.883, 0.583], [0.558, -0.118, 0.153], [0.041, -0.010, -0.407], [-0.252, -0.128, 0.299], [-0.115, 0.048, 0.343], [1.271, -0.445, 0.199], [0.111, -0.238, -0.625], [0.376, -0.781, -1.096], [0.213, 0.119, 0.136], [0.622, 1.085, 1.016], [0.052, 0.172, -0.395], [-0.331, 0.457, -0.667], [0.035, 0.873, 0.386], [-0.160, -0.210, 0.638], [-0.103, -0.608, 0.331], [-0.137, 0.606, -0.157], [0.044, 0.311, 0.000], [-0.496, -0.576, 0.471], [0.309, -0.191, 0.428], [-0.049, -0.227, -0.058], [-1.076, -0.558, 0.273], [0.037, -0.197, 0.345], [0.476, 0.739, -0.013], [-0.387, 0.610, 0.091], [-0.882, 0.070, 0.290], [-0.387, 1.212, -0.404], [-1.073, 0.769, -0.248], [1.179, -0.294, 1.233], [-1.622, 0.454, -0.956], [1.939, 1.064, -0.053], [-0.802, 0.108, 0.608], [-0.234, -1.098, -0.858], [-0.716, -1.474, -1.026], [1.718, 0.609, 0.850], [-1.537, 2.047, -1.108], [-1.356, -0.776, -0.373], [0.394, 0.806, 0.162], [-0.363, -1.149, 0.679], [-1.598, 0.358, -1.219], [0.464, 1.019, -0.071], [1.036, 0.778, 0.735], [1.055, -1.839, -0.707], [0.459, 2.696, 0.655], [-0.636, -3.540, -0.039], [0.922, -0.323, 0.479], [-2.094, -0.091, 0.176], [1.344, -1.074, -0.700], [1.475, 2.291, 0.454], [-0.322, -1.419, 0.114], [0.044, 0.794, -0.666], [0.402, 0.164, 0.560], [0.479, -0.606, 0.360], [-0.110, -0.529, 0.052], [0.034, 0.605, 0.156], [0.251, -1.602, 0.190], [0.397, 0.361, 0.532], [0.311, 0.286, -0.510], [-0.629, -0.449, 0.492], [-1.128, -0.591, -0.528], [0.077, 0.141, 0.362], [-1.487, -0.180, -0.488], [-0.350, 0.441, 0.200], [0.224, -0.323, -0.379]], "charge": 3, "lumo_energy_ha": [-0.316, -0.419], "gap_ev": [6.222, 3.180], "multiplicity": 6, "s_squared": 8.8645, "max_force_ev_per_a": 4.8, "e_homo_ev": [-14.82, -14.59]}

No. 2
{"formula": "C56H42Cl2MnN4O6Te", "method": "wB97M-V/def2-TZVPD", "species": ["Mn", "C", "O", "C", "C", "C", "C", "C", "C", "C", "C", "C", "C", "C", "N", "C", "C", "C", "C", "C", "C", "C", "C", "C", "C", "O", "C", "C", "C", "C", "N", "C", "C", "C", "C", "C", "C", "O", "C", "C", "C", "C", "C", "C", "C", "N", "C", "C", "N", "C", "C", "C", "C", "O", "C", "C", "C", "H", "H", "H", "H", "H", "H", "H", "H", "H", "H", "H", "H", "H", "H", "H", "H", "H", "H", "H", "H", "H", "H", "H", "H", "H", "H", "H", "H", "H", "H", "H", "H", "H", "H", "H", "H", "Te", "C", "C", "C", "C", "C", "C", "H", "H", "H", "H", "H", "Cl", "C", "Cl", "C", "O", "O", "H"], "positions_angstrom": [[-0.147571, 0.143809, 0.191539], [5.724858, 4.934429, -6.151971], [5.975879, 3.745434, -5.437627], [5.008269, 3.344645, -4.547288], [3.966906, 4.154203, -4.121830], [3.035749, 3.652974, -3.212418], [3.119770, 2.361310, -2.718837], [4.190196, 1.569308, -3.150210], [5.122510, 2.048958, -4.052979], [2.092768, 1.802761, -1.789327], [2.521071, 1.379306, -0.526328], [3.871267, 1.554320, -0.022130], [3.923128, 0.903942, 1.155954], [2.597802, 0.364875, 1.389595], [1.769667, 0.703482, 0.367224], [2.259378, -0.368985, 2.519509], [0.972591, -0.796783, 2.856903], [0.626987, -1.505249, 4.070238], [-0.701106, -1.753079, 4.008915], [-1.157904, -1.215746, 2.745110], [-2.462971, -1.330311, 2.254553], [-3.462922, -2.023799, 3.120967], [-4.052730, -1.377663, 4.210031], [-4.952714, -2.036147, 5.029703], [-5.282496, -3.363658, 4.774105], [-6.178724, -3.944413, 5.638401], [-6.487520, -5.299523, 5.403364], [-4.714217, -4.021973, 3.693347], [-3.811259, -3.342215, 2.876971], [-2.876945, -0.914445, 1.000922], [-2.076168, -0.394132, 0.027332], [-2.855463, -0.247748, -1.066640], [-2.446601, 0.238513, -2.317597], [-3.378276, 0.021413, -3.459094], [-3.814788, -1.264894, -3.756403], [-4.706292, -1.521336, -4.795099], [-5.175423, -0.468351, -5.569227], [-6.055468, -0.608638, -6.612950], [-6.595795, -1.894290, -6.819731], [-4.747619, 0.824367, -5.297328], [-3.866140, 1.059176, -4.256183], [-1.214116, 0.839615, -2.561807], [-0.789503, 1.357486, -3.850798], [0.456562, 1.837460, -3.687014], [0.819907, 1.585171, -2.302954], [-0.219577, 0.996509, -1.650547], [-4.220402, -0.639578, -0.766956], [-4.234782, -1.045391, 0.517701], [-0.129528, -0.639217, 2.082221], [3.387360, -0.865028, 3.365837], [3.649517, -0.387146, 4.648082], [4.657120, -0.937187, 5.425313], [5.422106, -1.983076, 4.926400], [6.382847, -2.487651, 5.771094], [6.985153, -3.704608, 5.390204], [5.193966, -2.456524, 3.640336], [4.178485, -1.894908, 2.869241], [6.491255, 5.002297, -6.921136], [5.788899, 5.818405, -5.510100], [4.738855, 4.915903, -6.625217], [3.871547, 5.172617, -4.471322], [2.228084, 4.292640, -2.873489], [4.271203, 0.555518, -2.774965], [5.943939, 1.430468, -4.394837], [4.657836, 2.110020, -0.507875], [4.760816, 0.807059, 1.829531], [1.310869, -1.764620, 4.863696], [-1.319555, -2.253172, 4.738548], [-3.794632, -0.343389, 4.406190], [-5.414484, -1.541017, 5.875945], [-7.192469, -5.595414, 6.177016], [-5.597420, -5.932761, 5.467615], [-6.952324, -5.444713, 4.423375], [-4.952804, -5.052061, 3.472679], [-3.364338, -3.853191, 2.030360], [-3.437959, -2.091325, -3.164928], [-5.013410, -2.539624, -4.986082], [-7.302665, -1.803511, -7.641477], [-7.120291, -2.256659, -5.930845], [-5.825268, -2.620580, -7.093680], [-5.126116, 1.637172, -5.905057], [-3.570305, 2.077659, -4.035016], [-1.370458, 1.341410, -4.758981], [1.091204, 2.291677, -4.430989], [-5.056138, -0.572711, -1.446243], [-5.076502, -1.387300, 1.099647], [3.050475, 0.428216, 5.036168], [4.862875, -0.565340, 6.422132], [7.567334, -4.041609, 6.245229], [7.653701, -3.577299, 4.533739], [6.236336, -4.460713, 5.141164], [5.788302, -3.257421, 3.222042], [3.970476, -2.280747, 1.874975], [-0.898148, 2.604941, 1.771107], [-0.120951, 4.326782, 0.812919], [-0.343956, 4.576726, -0.546806], [0.150689, 5.720122, -1.164666], [0.884261, 6.654222, -0.441199], [1.132308, 6.413131, 0.906286], [0.643103, 5.264687, 1.519474], [-0.907389, 3.853766, -1.127487], [-0.039200, 5.882017, -2.221428], [1.265060, 7.549253, -0.920823], [1.717857, 7.121244, 1.484296], [0.856018, 5.081352, 2.566293], [-1.324899, -4.006028, -0.333251], [0.182352, -3.851168, 0.613044], [0.915331, -5.463289, 0.854808], [1.172501, -2.777417, 0.027164], [2.375289, -3.002685, 0.165154], [0.563756, -1.784209, -0.418453], [-0.117669, -3.499156, 1.595945]], "forces_ev_per_angstrom": [[-0.104, 0.367, 0.630], [0.023, -0.013, 0.051], [0.010, 0.020, -0.139], [-0.031, 0.005, 0.079], [-0.043, -0.036, 0.038], [-0.017, 0.176, 0.002], [0.014, -0.042, 0.077], [-0.036, 0.035, -0.048], [0.007, -0.024, 0.045], [0.124, -0.043, -0.118], [0.062, 0.172, -0.019], [-0.040, 0.037, -0.137], [-0.089, -0.107, 0.115], [0.103, 0.044, 0.178], [0.205, -0.069, -0.144], [0.105, -0.077, 0.012], [0.120, -0.081, 0.105], [0.156, 0.077, -0.078], [-0.169, 0.020, -0.085], [-0.104, -0.055, 0.122], [-0.067, -0.019, 0.135], [0.044, 0.125, 0.096], [0.015, -0.045, -0.014], [-0.020, 0.011, 0.014], [0.046, 0.017, -0.059], [-0.051, -0.102, 0.021], [-0.018, 0.033, 0.033], [0.044, 0.067, -0.037], [-0.026, -0.100, -0.029], [-0.053, -0.094, 0.065], [-0.158, -0.057, -0.001], [-0.111, 0.065, -0.201], [-0.069, -0.014, 0.009], [-0.050, 0.059, 0.062], [0.014, -0.073, -0.096], [0.015, 0.045, 0.011], [0.070, -0.078, 0.099], [-0.114, -0.087, -0.091], [0.028, 0.050, -0.010], [0.067, 0.067, 0.024], [-0.116, 0.108, 0.016], [-0.054, -0.032, -0.139], [-0.174, -0.044, 0.058], [0.138, 0.047, 0.114], [0.101, 0.032, -0.142], [0.225, -0.263, -0.029], [0.034, -0.002, -0.116], [0.071, -0.028, 0.082], [-0.003, -0.048, -0.188], [-0.091, -0.024, 0.036], [0.031, 0.030, -0.014], [-0.051, 0.113, -0.006], [-0.021, -0.020, -0.105], [0.053, -0.098, 0.054], [0.004, 0.076, -0.001], [-0.027, 0.059, -0.033], [0.043, -0.075, 0.040], [0.026, -0.011, 0.002], [-0.006, -0.002, 0.024], [-0.007, -0.013, -0.005], [-0.027, 0.006, 0.001], [0.005, -0.028, 0.012], [-0.002, 0.027, -0.016], [-0.025, 0.009, 0.009], [-0.024, -0.025, -0.011], [-0.025, 0.007, -0.023], [-0.006, -0.016, -0.051], [0.016, -0.006, -0.030], [0.007, -0.022, 0.005], [0.025, 0.003, -0.029], [-0.006, 0.019, 0.024], [0.005, 0.008, 0.000], [0.000, 0.013, -0.005], [0.011, -0.009, -0.018], [0.009, 0.018, 0.029], [-0.023, 0.031, 0.004], [0.004, -0.015, 0.005], [-0.008, 0.021, -0.007], [-0.002, 0.002, 0.018], [0.029, 0.000, 0.001], [-0.004, -0.001, 0.019], [0.031, -0.025, 0.013], [0.028, -0.022, 0.018], [-0.001, -0.030, 0.015], [0.037, -0.011, 0.001], [0.027, -0.004, -0.007], [-0.015, -0.019, 0.015], [-0.014, -0.031, -0.014], [0.017, 0.009, 0.018], [-0.002, 0.011, -0.031], [-0.022, -0.015, 0.007], [-0.027, -0.010, 0.017], [-0.027, 0.015, 0.043], [0.015, -0.147, -0.171], [0.059, -0.042, -0.023], [0.044, 0.017, -0.046], [-0.010, -0.052, 0.053], [0.023, -0.042, 0.048], [-0.044, -0.068, -0.019], [-0.028, 0.063, -0.117], [-0.001, 0.015, 0.023], [-0.016, -0.011, 0.004], [0.006, -0.011, 0.001], [-0.003, -0.005, -0.004], [-0.012, 0.009, -0.010], [0.045, -0.032, 0.028], [0.044, 0.018, -0.017], [-0.037, 0.036, -0.011], [0.064, -0.114, 0.297], [-0.184, 0.063, -0.101], [-0.006, 0.305, -0.404], [-0.031, 0.004, 0.072]], "charge": -2, "lumo_energy_ha": [0.134, 0.134], "gap_ev": [4.772, 4.741], "multiplicity": 2, "s_squared": 1.0359, "max_force_ev_per_a": 0.7, "e_homo_ev": [-1.13, -1.10]}